ORCA calculation (wB97M-V/def2-TZVPD) on a 2-piece molecular cluster, C10H12O2 overall.

Structure (XYZ):
```
24
C10H12O2 (wB97M-V/def2-TZVPD)
C -3.479 0.212 -0.270
C -2.999 -0.953 -0.840
C -2.700 1.112 0.511
C -1.613 -1.146 -0.730
C -1.408 0.846 0.771
C -0.913 -0.299 0.194
C 2.190 1.739 -1.191
C 1.517 -0.090 1.371
C 2.164 -1.889 -0.731
C 0.449 -0.615 0.375
O 2.956 2.072 -0.347
O 0.999 -1.372 -0.574
H -4.557 0.396 -0.273
H -3.704 -1.697 -1.285
H -3.124 2.073 0.712
H -1.172 -2.038 -1.315
H -0.842 1.435 1.449
H 1.314 2.399 -1.451
H 1.695 -0.917 2.065
H 1.359 0.787 1.985
H 2.466 0.175 0.917
H 3.045 -1.830 -0.083
H 2.434 1.011 -1.937
H 2.282 -2.423 -1.625
```

Calculated values
2S+1	1
highest occupied orbital energy (alpha / beta)	-6.67 / -7.13	eV
total charge	0
gap between HOMO and LUMO (alpha / beta)	7.26 / 7.28	eV
E_LUMO (alpha / beta)	0.59 / 0.16	eV

---

ORCA calculation (wB97M-V/def2-TZVPD) on one molecule with the formula C10H12O3.

Structure (XYZ):
```
25
C10H12O3 (wB97M-V/def2-TZVPD)
C -1.509 0.200 1.909
C -0.703 1.154 1.021
C -0.524 2.524 1.564
C 1.044 -0.326 0.134
C 2.383 -0.938 0.133
C 2.647 -1.963 -0.783
C 1.562 -2.343 -1.668
C 0.386 -1.612 -1.896
C 0.142 -0.612 -0.912
C -1.192 1.095 -0.401
H -0.905 0.027 2.783
H -2.452 0.736 2.097
H -1.550 -0.767 1.296
H -1.467 2.983 1.967
H -0.051 3.223 0.833
H 0.194 2.348 2.519
H 3.383 -0.654 0.681
H 3.688 -2.396 -0.731
H 1.738 -3.238 -2.376
H -0.535 -2.205 -2.291
H -0.584 1.810 -1.082
H -2.944 0.554 -0.296
O 0.737 0.497 1.179
O -1.163 -0.136 -0.832
O -2.566 1.452 -0.347
```

Calculated values
2S+1	1
SMILES string	CC1(C)Oc2ccccc2O[C@H]1O
highest occupied orbital energy	-8.28	eV
total charge	0
gap between HOMO and LUMO	9.11	eV
E_LUMO	0.84	eV

---

> Look up the 2S+1 of the first one.

1